Computed, not measured: a molecular structure, C11H18Br3F3InO2Tl, with wB97M-V/def2-TZVPD.

Computed properties:
* electronic energy: -8963.82401 hartree
* orbital gap: 4.3 eV
* LUMO energy: -10.17 eV

Geometry as ORCA input:
```
! wB97M-V def2-TZVPD RIJCOSX def2/J DEFGRID3
* xyz 2 1
C 3.32353 0.71913 -2.21362
F 4.61786 0.66461 -2.47433
Tl 3.11657 4.13950 -4.29199
H -2.13325 2.81397 0.12236
H -2.83224 -2.35393 -2.25943
H -1.06388 3.90157 2.92465
H 0.33382 -4.24776 1.91938
C 1.65480 -0.07739 -0.30735
H -0.20570 -0.91141 2.25009
O -2.32472 -0.92316 -3.56103
C -3.13256 -0.33890 -1.38706
C 0.53056 -3.22178 1.65895
H 0.49075 -0.38219 -2.07707
C 0.49927 0.29015 -1.23894
H -1.59925 -3.24277 1.21256
H 1.55056 -1.12586 -0.07539
C 3.08694 0.07009 -0.82254
H 0.82562 -2.73523 2.57258
C -1.83078 2.15171 0.92921
C -1.04191 -1.27466 1.68137
Br -2.54925 -1.22954 2.82082
In -1.41334 0.10247 -0.08654
Br 4.09626 1.16117 0.47005
C -0.73725 -2.61992 1.05232
C -0.73620 2.87931 2.86742
H 1.55003 0.42500 0.63434
C -2.73863 -1.27576 -2.47512
F 3.71674 -1.09702 -0.88307
H -0.64982 -2.53666 -0.02916
H 1.35076 -3.20335 0.96324
Br 2.93822 2.69633 -2.31705
H -2.63983 2.02389 1.63504
H -1.37727 2.22079 3.42856
H -3.52414 0.56856 -1.81801
H -3.93508 -0.75362 -0.79381
F 2.71110 0.10189 -3.19390
H 0.25846 2.79429 3.26624
O -0.68688 2.50935 1.46825
H 0.50011 1.31710 -1.57203
*
```